ORCA calculation (ωB97M-V with the def2-TZVPD basis set) on a structure of composition C17H16Cl2FeO4S in a non-equilibrium geometry.

2S+1: 5
Energy relative to the best compared isomer or geometry (same formula, charge and spin), kJ/mol: 149.83

CARTESIAN COORDINATES (ANGSTROEM)
C  -0.749  -2.389  -1.869
C  0.539  -2.234  -1.120
C  1.058  -1.001  -0.648
Fe  2.045  -1.376  -2.359
C  1.970  0.523  -2.475
O  1.749  1.654  -2.640
C  0.904  -0.781  -3.851
O  0.408  -0.239  -4.748
C  3.915  -1.587  -1.651
C  3.862  -1.031  -2.980
C  3.193  -1.988  -3.834
C  2.819  -3.115  -3.022
C  3.255  -2.858  -1.672
H  -1.531  -2.840  -1.234
H  -1.125  -1.430  -2.261
H  -0.577  -3.076  -2.715
H  0.872  -3.186  -0.683
H  0.366  -0.145  -0.658
H  1.782  -0.943  0.179
H  4.430  -1.147  -0.795
H  4.338  -0.118  -3.316
H  3.079  -1.919  -4.907
H  2.333  -4.022  -3.378
H  3.171  -3.556  -0.840
Cl  -2.198  5.882  5.438
C  -2.333  4.391  4.605
C  -1.201  3.596  4.398
C  -1.315  2.385  3.704
C  -2.556  1.964  3.230
S  -2.701  0.331  2.408
C  -2.251  0.458  0.741
Cl  -3.074  -0.386  -0.421
O  -1.713  -0.490  3.076
O  -4.113  0.040  2.539
C  -3.688  2.752  3.437
C  -3.580  3.964  4.131
H  -0.240  3.914  4.791
H  -0.436  1.763  3.551
H  -1.582  1.245  0.448
H  -4.664  2.427  3.081
H  -4.461  4.569  4.319

ORCA calculation (ωB97M-V with the def2-TZVPD basis set) on the molecule C17H16ClNO2S in a non-equilibrium geometry.

CARTESIAN COORDINATES (ANGSTROEM)
N  2.903  7.496  -3.085
C  2.551  6.409  -2.827
C  2.126  5.063  -2.523
C  1.027  4.841  -1.683
C  0.604  3.534  -1.425
C  1.314  2.452  -1.963
S  0.686  0.741  -1.826
C  0.972  -0.062  -0.310
Cl  -0.351  -0.792  0.353
O  -0.740  1.051  -1.863
O  1.231  0.053  -2.982
C  2.407  2.676  -2.800
C  2.826  3.979  -3.070
H  0.498  5.698  -1.253
H  -0.295  3.388  -0.829
H  1.888  -0.028  0.261
H  2.907  1.840  -3.282
H  3.688  4.156  -3.720
C  1.046  -2.345  2.289
C  0.003  -2.376  1.164
C  0.357  -3.573  0.268
C  -1.425  -2.495  1.707
C  -2.433  -3.081  0.917
C  -3.771  -2.912  1.247
C  -4.114  -2.160  2.377
C  -3.128  -1.615  3.200
C  -1.781  -1.774  2.872
H  1.003  -1.421  2.873
H  0.858  -3.198  2.967
H  2.063  -2.462  1.890
H  -0.163  -3.573  -0.691
H  1.435  -3.587  0.079
H  0.123  -4.531  0.779
H  -2.188  -3.576  -0.023
H  -4.536  -3.403  0.655
H  -5.170  -2.062  2.663
H  -3.392  -1.103  4.134
H  -1.026  -1.250  3.458

ORCA calculation (ωB97M-V with the def2-TZVPD basis set) on a structure of composition C17H16F7IN6ReS4Sb in a non-equilibrium geometry.

2S+1: 3
Energy relative to the best compared isomer or geometry (same formula, charge and spin), kJ/mol: 62.04

CARTESIAN COORDINATES (ANGSTROEM)
Re  -0.996  0.222  1.699
C  -4.995  -0.883  0.077
C  -3.573  -0.510  0.295
N  -3.132  0.007  1.407
N  -4.054  0.295  2.338
C  -3.640  0.927  3.389
N  -4.523  1.274  4.335
S  -1.984  1.417  3.610
C  -2.557  -0.640  -0.717
C  -2.760  -1.056  -2.019
C  -1.706  -1.012  -2.916
C  -0.483  -0.521  -2.493
C  -0.335  -0.146  -1.174
N  -1.341  -0.225  -0.299
H  -5.631  -0.374  0.791
H  -5.107  -1.962  0.220
H  -5.308  -0.641  -0.938
H  -5.436  0.851  4.300
H  -4.181  1.599  5.221
H  -3.737  -1.411  -2.313
H  -1.833  -1.350  -3.935
H  0.363  -0.457  -3.160
H  0.606  0.237  -0.814
S  4.774  3.804  1.027
C  3.239  3.316  0.673
S  1.819  3.768  1.577
C  0.823  2.744  0.538
N  1.517  2.139  -0.362
N  2.839  2.445  -0.304
C  3.674  1.864  -1.311
C  3.622  0.492  -1.506
C  4.403  -0.080  -2.498
C  5.221  0.713  -3.287
C  5.253  2.087  -3.093
C  4.474  2.670  -2.107
S  -0.883  2.639  0.712
H  2.994  -0.126  -0.876
H  4.380  -1.152  -2.643
H  5.838  0.261  -4.053
H  5.886  2.709  -3.711
H  4.481  3.739  -1.961
F  0.556  0.564  2.645
F  0.769  -1.425  0.961
Sb  0.998  -3.242  0.183
F  2.766  -3.129  0.796
F  1.145  -4.912  -0.648
F  0.422  -4.010  1.806
F  -0.846  -3.084  -0.318
F  1.501  -2.371  -1.430
I  -2.474  -2.094  4.398
C  -1.194  -1.677  2.756
H  -1.462  -2.415  2.001
H  -0.194  -1.881  3.129

ORCA calculation (ωB97M-V with the def2-TZVPD basis set) on the molecule C17H16FNOS3 in a non-equilibrium geometry.

Energy relative to the best compared isomer or geometry (same formula, charge and spin), kJ/mol: 79.48

CARTESIAN COORDINATES (ANGSTROEM)
O  -0.221  -1.034  2.974
C  0.751  -0.484  2.551
C  2.013  -0.799  3.277
S  3.472  -0.890  2.128
C  3.310  -2.570  1.618
C  3.158  -2.912  0.238
C  3.131  -4.262  -0.193
C  3.338  -5.295  0.744
F  3.435  -6.544  0.262
C  3.502  -4.951  2.082
C  3.499  -3.632  2.521
N  0.683  0.517  1.583
C  -0.410  0.973  0.834
C  -1.763  0.765  1.152
C  -2.789  1.207  0.300
C  -2.503  1.836  -0.895
C  -3.603  2.277  -1.824
S  -3.160  1.851  -3.538
C  -3.390  3.474  -4.327
C  -3.206  4.637  -3.350
S  -3.882  4.090  -1.716
C  -1.134  2.048  -1.191
C  -0.134  1.612  -0.387
H  2.231  -0.028  4.009
H  1.922  -1.716  3.822
H  3.065  -2.162  -0.497
H  3.007  -4.505  -1.231
H  3.772  -5.715  2.811
H  3.704  -3.405  3.551
H  1.628  0.834  1.290
H  -2.082  0.250  2.077
H  -3.807  1.079  0.535
H  -4.541  1.764  -1.572
H  -2.715  3.566  -5.198
H  -4.425  3.538  -4.694
H  -2.137  4.877  -3.207
H  -3.726  5.542  -3.700
H  -0.868  2.495  -2.142
H  0.873  1.670  -0.697

ORCA calculation (ωB97M-V with the def2-TZVPD basis set) on the molecule C17H16N2O4S.

Energy relative to the best compared isomer or geometry (same formula, charge and spin), kJ/mol: 48.52

CARTESIAN COORDINATES (ANGSTROEM)
C  -4.787  -1.872  1.824
C  -4.816  -0.392  1.453
O  -3.545  0.103  1.082
C  -3.034  -0.193  -0.154
C  -3.694  -0.867  -1.168
C  -3.071  -1.079  -2.389
C  -1.784  -0.630  -2.605
C  -1.108  0.039  -1.596
C  -1.721  0.265  -0.376
N  -1.046  0.925  0.653
S  -0.116  2.287  0.335
O  -0.048  2.993  1.580
O  -0.576  2.975  -0.834
C  1.486  1.569  -0.002
C  2.116  1.830  -1.214
C  3.355  1.288  -1.470
C  3.975  0.480  -0.509
N  5.201  -0.070  -0.735
C  5.907  -0.877  0.144
O  6.996  -1.311  -0.170
C  5.225  -1.123  1.406
C  4.013  -0.603  1.673
C  3.332  0.223  0.723
C  2.074  0.786  0.958
H  -5.776  -2.188  2.144
H  -4.083  -2.035  2.636
H  -4.478  -2.479  0.976
H  -5.551  -0.200  0.662
H  -5.091  0.204  2.327
H  -4.703  -1.222  -1.029
H  -3.605  -1.600  -3.169
H  -1.301  -0.796  -3.555
H  -0.104  0.398  -1.751
H  -1.611  1.038  1.483
H  1.611  2.460  -1.929
H  3.858  1.481  -2.406
H  5.661  0.118  -1.619
H  5.752  -1.746  2.112
H  3.522  -0.795  2.617
H  1.562  0.616  1.892

ORCA calculation (ωB97M-V with the def2-TZVPD basis set) on the molecule C17H16N4O2 in a non-equilibrium geometry.

Energy relative to the best compared isomer or geometry (same formula, charge and spin), kJ/mol: 71.94

CARTESIAN COORDINATES (ANGSTROEM)
C  6.984  -1.453  0.274
C  6.155  -0.215  0.024
O  6.663  0.861  -0.213
C  4.708  -0.416  0.091
C  4.005  -1.620  0.357
N  2.715  -1.428  0.339
N  2.528  -0.120  0.066
C  1.232  0.370  -0.015
C  0.160  -0.487  0.182
C  -1.111  0.090  0.089
O  -2.161  -0.714  0.241
C  -3.461  -0.229  0.272
C  -3.826  0.932  0.935
C  -5.163  1.291  0.963
C  -6.119  0.505  0.350
C  -5.758  -0.669  -0.305
C  -6.799  -1.515  -0.972
C  -4.420  -1.027  -0.337
N  -1.270  1.385  -0.177
C  -0.174  2.094  -0.349
N  1.068  1.667  -0.281
C  3.711  0.537  -0.094
C  3.833  1.975  -0.400
H  6.742  -2.216  -0.463
H  8.039  -1.203  0.203
H  6.770  -1.849  1.264
H  4.396  -2.597  0.557
H  0.300  -1.532  0.393
H  -3.082  1.543  1.418
H  -5.457  2.195  1.475
H  -7.159  0.798  0.379
H  -6.385  -2.471  -1.282
H  -7.186  -1.006  -1.854
H  -7.634  -1.695  -0.298
H  -4.102  -1.931  -0.834
H  -0.312  3.145  -0.567
H  3.361  2.570  0.380
H  3.324  2.208  -1.333
H  4.887  2.230  -0.476

| no. | E_tot (eV) |
| --- | --- |
| 1 | -96337.91947 |
| 2 | -46826.14464 |
| 3 | -105964.61480 |
| 4 | -56649.52831 |
| 5 | -39894.33283 |
| 6 | -27944.16257 |